83
Properties=species:S:1:pos:R:3 method="wB97M-V/def2-TZVPD" charge=+1 multiplicity=8 homo_energy_ev="-9.541 / -9.647" max_force_ev_per_a=8.99 s_squared=15.941 homo_lumo_gap_ev="5.14 / 5.44" de_lowest_kcal_mol=24.7 mol_weight_g_mol=647.9
Gd -0.627 -0.699 -1.565
C 2.359 -1.565 -0.607
C 1.876 -1.488 -1.948
C 2.403 0.651 -1.240
C 2.714 -0.252 -0.192
C 1.866 -0.094 -2.326
C 2.610 -2.820 0.144
H 1.838 -3.575 -0.066
H 2.628 -2.668 1.230
H 3.577 -3.271 -0.135
C 3.336 0.129 1.095
H 3.661 -0.749 1.667
H 2.625 0.693 1.716
H 4.214 0.775 0.947
C 2.696 2.102 -1.271
H 3.231 2.389 -2.190
H 3.317 2.420 -0.427
H 1.770 2.697 -1.249
C 1.472 0.467 -3.654
H 2.261 0.242 -4.390
H 1.355 1.561 -3.624
H 0.531 0.058 -4.076
C 1.679 -2.658 -2.851
H 2.651 -3.024 -3.221
H 1.083 -2.418 -3.744
H 1.206 -3.511 -2.340
C -2.241 -1.734 -0.218
C -1.331 -2.707 -0.692
C -1.716 -3.688 -1.792
C -1.761 -3.133 -3.265
C -1.578 -1.631 -3.446
C -2.505 -0.699 -2.957
C -3.792 -1.130 -2.260
C -3.654 -1.610 -0.774
H -2.700 -4.128 -1.555
H -2.721 -3.448 -3.708
H -1.006 -4.535 -1.769
H -4.165 -2.579 -0.670
H -2.105 -1.351 0.809
H -0.526 -3.058 -0.012
H -4.238 -0.922 -0.140
H -4.500 -0.284 -2.298
H -2.495 0.332 -3.351
H -4.275 -1.933 -2.840
H -0.989 -3.650 -3.861
H -0.869 -1.324 -4.243
P 0.112 -0.975 2.710
C 1.477 -1.035 3.918
H 1.097 -1.348 4.898
H 1.932 -0.042 3.977
H 2.233 -1.745 3.552
C -1.295 -0.275 3.643
H -1.234 -0.556 4.702
H -2.233 -0.639 3.203
H -1.258 0.813 3.537
C -0.366 -2.760 2.765
H -1.290 -2.930 2.197
H -0.507 -3.082 3.807
H 0.429 -3.360 2.300
P -1.399 2.226 -0.608
C -1.384 2.888 -2.338
H -2.267 3.518 -2.532
H -1.360 2.070 -3.076
H -0.467 3.483 -2.471
C -3.198 2.046 -0.276
H -3.667 1.342 -0.978
H -3.694 3.026 -0.337
H -3.321 1.641 0.740
C -1.085 3.783 0.287
H -1.937 4.471 0.218
H -0.196 4.279 -0.114
H -0.889 3.571 1.341
F 2.362 5.581 4.384
C 1.884 4.385 3.885
C 1.288 3.485 4.767
C 0.833 2.242 4.236
C 1.040 1.967 2.918
C 1.551 2.878 2.030
C 2.030 4.124 2.531
H 1.180 3.715 5.823
H 0.343 1.527 4.898
H 1.592 2.660 0.963
H 2.500 4.848 1.862